[1]
Molecular formula: F8N2O7PRbS2
Method: DFT, ωB97M-V/def2-TZVPD

```
! RIJCOSX wB97M-V def2-TZVPD def2/J DEFGRID3
* xyz -2 1
Rb -1.830 2.937 -0.282
P 2.987 1.145 2.739
F 2.735 1.731 1.199
F 2.140 -0.155 2.255
F 4.336 0.329 2.371
F 3.055 0.439 4.223
F 3.819 2.448 3.313
F 1.527 1.878 2.983
N -3.184 -3.812 -1.877
S -4.050 -4.677 -0.964
O -5.033 -4.074 -0.113
O -3.483 -5.910 -0.479
F -4.930 -5.133 -2.254
S -2.395 -3.270 -0.443
O -1.502 -4.184 0.295
O -2.941 -2.109 0.211
F -1.291 -2.517 -1.318
N 2.522 6.237 -2.985
O 3.650 5.744 -2.925
O 1.561 5.567 -2.670
O 2.306 7.388 -3.279
*
```

Summary:
F_max = 7.8 eV Å⁻¹
relative energy (zero: lowest compared OMol25 entry of this formula, charge and spin) = 86.9 kcal per mole
frontier orbital gap = 4.8 eV
HOMO = -3.0 eV
total energy = -70669.8404 eV

Computed Löwdin charges, given in elementary charges: 0.938, 0.226, -0.215, -0.202, -0.174, -0.201, -0.185, -0.226, -0.226, 0.357, -0.294, -0.301, -0.251, 0.554, -0.284, -0.304, -0.234, -0.726, -0.072, -0.102, -0.078

=====

[2]
Molecular formula: F8N4Na2O16S8
Method: DFT, ωB97M-V/def2-TZVPD

```
! RIJCOSX wB97M-V def2-TZVPD def2/J DEFGRID3
* xyz -1 2
Na 0.810 -0.345 0.021
Na -1.099 0.178 2.107
N 0.827 1.499 1.621
S 0.226 3.042 1.223
O 1.130 4.124 0.788
O -0.961 3.432 1.941
F -0.359 2.625 -0.154
S 1.824 2.059 2.672
O 1.201 2.917 3.710
O 3.211 2.339 2.278
F 1.976 0.604 3.384
N -4.302 0.157 -0.927
S -2.857 0.310 -1.828
O -1.534 0.312 -1.128
O -3.038 1.071 -3.092
F -2.926 -1.235 -2.380
S -4.537 1.614 -0.797
O -5.360 2.277 -1.822
O -3.531 2.494 -0.228
F -5.399 1.527 0.563
N 2.432 -0.615 -1.746
S 3.409 0.590 -2.384
O 3.060 0.975 -3.766
O 4.792 0.653 -2.016
F 2.852 1.822 -1.441
S 2.761 -1.538 -2.912
O 4.082 -2.111 -3.035
O 1.930 -1.549 -4.060
F 2.112 -2.825 -2.225
N -0.146 -1.993 1.493
S -1.136 -3.214 0.857
O -2.544 -2.867 0.776
O -0.699 -4.601 0.960
F -0.853 -2.919 -0.744
S 0.464 -2.707 2.662
O 1.903 -3.032 2.427
O -0.365 -3.590 3.493
F 0.643 -1.481 3.710
*
```

Summary:
F_max = 11.3 eV Å⁻¹
relative energy (zero: lowest compared OMol25 entry of this formula, charge and spin) = 30.2 kcal per mole
frontier orbital gap (spin up / spin down) = 7.6 / 2.4 eV
HOMO (spin up / spin down) = -7.7 / -7.7 eV
total energy = -155969.3100 eV
<S²> = 0.764

Computed Löwdin charges, given in elementary charges: 0.424, 0.602, -0.328, 0.557, -0.240, -0.269, -0.173, 0.531, -0.283, -0.248, -0.213, -0.107, 0.720, -0.251, -0.218, -0.165, 0.496, -0.079, -0.124, -0.159, -0.286, 0.591, -0.280, -0.253, -0.225, 0.387, -0.258, -0.262, -0.222, -0.345, 0.658, -0.284, -0.233, -0.211, 0.511, -0.271, -0.279, -0.209

=====

[3]
Molecular formula: FH2NO2Si
Method: DFT, ωB97M-V/def2-TZVPD

```
! RIJCOSX wB97M-V def2-TZVPD def2/J DEFGRID3
* xyz 0 1
N -0.367 0.901 -0.232
O -0.997 1.609 0.573
O 0.334 1.327 -1.178
F -0.601 -1.567 -1.235
Si -0.076 -0.838 0.066
H -0.547 -1.766 1.037
H 2.254 0.334 0.969
*
```

Summary:
F_max = 2.7 eV Å⁻¹
relative energy (zero: lowest compared OMol25 entry of this formula, charge and spin) = 98.8 kcal per mole
frontier orbital gap (spin up / spin down) = 9.2 / 8.0 eV
HOMO (spin up / spin down) = -11.0 / -9.3 eV
total energy = -16207.0266 eV

Computed Löwdin charges, given in elementary charges: -0.507, 0.000, -0.030, -0.187, 0.694, -0.051, 0.082

=====

[4]
Molecular formula: FH2NOS2
Method: DFT, ωB97M-V/def2-TZVPD

```
! RIJCOSX wB97M-V def2-TZVPD def2/J DEFGRID3
* xyz 0 1
O 0.567 -1.737 0.898
S 0.380 -0.389 0.332
S -1.318 0.567 1.000
N 0.676 0.194 -1.072
F -0.038 -0.360 -2.085
H 1.202 0.370 0.977
H -1.469 1.356 -0.050
*
```

Summary:
F_max = 2.4 eV Å⁻¹
SMILES = O=[S@H](S)=NF
relative energy (zero: lowest compared OMol25 entry of this formula, charge and spin) = 26.6 kcal per mole
frontier orbital gap = 9.8 eV
HOMO = -10.0 eV
total energy = -27952.8640 eV

Computed Löwdin charges, given in elementary charges: -0.409, 0.491, 0.546, -0.340, -0.146, 0.022, -0.164